Below is 3 unconnected molecules or ions with the total composition C14H30ClIO4Si at a distorted geometry, with properties calculated with the ωB97M-V functional and the def2-TZVPD basis.

```
51
Properties=species:S:1:pos:R:3:mulliken_charge:R:1
I -3.806 -0.231 3.516 -0.02
Cl -3.045 -0.365 -2.568 -0.24
Si 0.449 -0.603 1.077 0.33
O 2.797 -0.957 4.403 -0.57
O 1.227 0.320 -7.092 -0.35
O 0.621 -0.945 -5.345 -0.54
O 0.960 -0.351 5.531 -0.34
C 2.301 -0.470 5.415 0.80
C 0.836 -0.962 -0.774 -0.69
C -2.460 -2.704 2.199 -0.80
C -0.476 -1.161 -1.736 -0.49
C -1.004 0.612 -6.109 -0.87
C -1.983 -1.206 2.700 -0.38
C 3.171 0.089 6.503 -1.04
C -1.325 0.210 -2.045 -0.27
C 1.011 2.625 -7.845 -0.93
C 0.921 1.159 -8.222 -0.38
C 0.272 0.004 6.746 -0.35
C -1.402 -0.252 1.474 -0.60
C 0.179 1.511 6.893 -1.01
C 0.326 -0.082 -6.168 0.71
H -2.876 -2.556 1.091 0.22
H 1.455 -1.980 -0.846 0.32
H 4.096 -0.497 6.543 0.31
H -0.396 1.776 7.784 0.37
H 1.234 0.606 1.434 -0.19
H -1.459 0.868 1.883 0.35
H 2.728 0.023 7.495 0.34
H -1.153 -1.230 3.536 0.25
H 0.838 3.259 -8.719 0.35
H 1.552 -0.116 -1.212 0.31
H 1.674 0.938 -8.984 0.29
H 0.280 2.889 -7.076 0.26
H 0.733 -0.475 7.615 0.33
H -1.219 -1.986 -1.364 0.28
H 1.168 1.970 6.970 0.27
H -1.748 -0.097 -5.730 0.28
H -0.736 -0.412 6.664 0.34
H -1.435 0.927 -1.115 0.33
H 1.999 2.855 -7.433 0.29
H -2.138 -0.348 0.569 0.33
H -0.938 1.461 -5.424 0.21
H -0.047 0.896 -8.659 0.36
H -0.307 1.951 6.016 0.30
H -1.571 -3.472 2.135 0.28
H -1.368 0.944 -7.079 0.36
H 0.911 -1.687 1.962 -0.10
H 3.417 1.128 6.271 0.26
H -0.851 0.735 -2.978 0.17
H -0.059 -1.533 -2.791 0.25
H -3.356 -3.080 2.885 0.33
```

Output
- structure (SMILES) = C[C@H](I)C[SiH2]CCCCl.CCOC(C)=O.CCOC(C)=O
- spin multiplicity = 1
- gap between HOMO and LUMO (eV) = 9.7
- energy relative to the best compared isomer or geometry (same formula, charge and spin) (kcal/mol) = 66.9
- E_HOMO (Eh) = -0.334



Below is 2 unconnected molecules or ions with the total composition C10H19B2F5IN3O at a distorted geometry, with properties calculated with the ωB97M-V functional and the def2-TZVPD basis.

```
41
Properties=species:S:1:pos:R:3:mulliken_charge:R:1
I -1.734 0.314 -3.936 0.25
F -0.972 2.457 -1.401 -0.20
F 0.363 5.028 3.005 -0.40
F -0.119 5.558 0.827 -0.46
F 0.668 7.192 2.291 -0.36
F 2.074 5.529 1.547 -0.39
O -0.104 2.747 1.155 -0.41
N -1.696 -0.903 -1.089 0.29
N -1.205 0.765 0.225 0.48
N -1.291 1.330 2.724 -0.44
C -1.548 0.213 -1.908 -0.81
C 2.433 -1.143 -1.134 -0.44
C -1.642 -1.432 1.366 -1.82
C -1.995 -2.261 -1.557 -1.08
C -0.857 -3.247 -1.283 -0.49
C 1.403 -2.145 -0.617 0.15
C -1.518 -0.547 0.179 0.68
C -1.230 1.221 -1.076 0.76
C 3.338 -0.620 -0.022 -1.33
C 0.509 -2.693 -1.730 -0.84
B 0.768 5.856 1.925 0.62
B -0.848 1.666 1.417 0.14
H 0.363 -1.950 -2.520 0.29
H -2.140 -2.223 -2.634 0.38
H 3.851 0.295 -0.315 0.37
H 4.072 -1.360 0.300 0.35
H 1.049 -3.519 -2.199 0.54
H 2.731 -0.361 0.851 0.29
H -2.271 -0.939 2.106 0.58
H 1.900 -0.287 -1.563 0.29
H 1.919 -2.979 -0.131 0.54
H -0.852 -3.587 -0.246 0.30
H 3.025 -1.591 -1.937 0.37
H -0.660 -1.649 1.788 0.32
H -2.115 -2.374 1.099 0.36
H -2.939 -2.576 -1.110 0.28
H -1.082 -4.125 -1.893 0.41
H -0.543 3.577 0.886 0.34
H 0.829 -1.637 0.165 -0.46
H -0.876 1.991 3.377 0.28
H -1.059 0.408 3.066 0.26
```

Output
- spin multiplicity = 1
- gap between HOMO and LUMO (eV) = 9.3
- E_HOMO (Eh) = -0.366



Below is H4N2 in the gas phase at a distorted geometry, with properties calculated with the ωB97M-V functional and the def2-TZVPD basis.

```
6
Properties=species:S:1:pos:R:3:mulliken_charge:R:1
N -0.706 -0.105 0.144 -0.49
N 0.670 -0.122 -0.163 -0.50
H -1.145 0.847 -0.185 0.24
H 1.012 -0.616 0.681 0.25
H 1.050 0.858 0.082 0.23
H -0.880 -0.861 -0.560 0.27
```

Output
- structure (SMILES) = NN
- spin multiplicity = 1
- gap between HOMO and LUMO (eV) = 9.9
- energy relative to the best compared isomer or geometry (same formula, charge and spin) (kcal/mol) = 17.4
- E_HOMO (Eh) = -0.317



Below is C4H9N3O in the gas phase at a distorted geometry, with properties calculated with the ωB97M-V functional and the def2-TZVPD basis.

```
17
Properties=species:S:1:pos:R:3:mulliken_charge:R:1
O -0.254 -0.383 -2.388 -0.52
N 1.695 0.592 -0.043 -0.41
N -0.066 2.088 -0.085 -0.44
N 2.310 -0.583 -0.416 -0.45
C -0.364 -0.021 -1.257 0.04
C 0.503 0.865 -0.434 0.67
C -1.009 -0.702 1.321 -1.12
C -1.302 -0.759 -0.171 -0.36
H -0.041 -1.142 1.554 0.27
H -0.535 2.557 -0.848 0.24
H -2.283 -0.316 -0.374 0.30
H 3.150 -0.710 0.134 0.26
H 0.615 2.681 0.371 0.27
H -1.766 -1.270 1.861 0.38
H -1.044 0.321 1.685 0.33
H 1.737 -1.421 -0.388 0.20
H -1.345 -1.797 -0.521 0.34
```

Output
- structure (SMILES) = CCC(=O)/C(N)=N\N
- spin multiplicity = 1
- gap between HOMO and LUMO (eV) = 9.1
- energy relative to the best compared isomer or geometry (same formula, charge and spin) (kcal/mol) = 53.9
- E_HOMO (Eh) = -0.302



Below is C5H5NO in the gas phase at a distorted geometry, with properties calculated with the ωB97M-V functional and the def2-TZVPD basis.

```
12
Properties=species:S:1:pos:R:3:mulliken_charge:R:1
O 1.619 1.729 0.574 -0.54
N -0.161 -0.094 0.914 -0.56
C -0.508 -0.809 -1.158 -0.45
C -1.293 -0.809 0.849 -0.49
C 1.229 1.038 -0.555 -0.13
C -1.524 -1.324 -0.424 -0.28
C 0.414 -0.036 -0.316 0.45
H 1.101 1.286 1.385 0.50
H 1.540 1.410 -1.582 0.31
H -1.743 -1.133 1.738 0.41
H -2.258 -2.001 -0.688 0.46
H -0.370 -1.112 -2.224 0.32
```

Output
- structure (SMILES) = O/C=C1/C=CC=N1
- spin multiplicity = 1
- gap between HOMO and LUMO (eV) = 8.6
- energy relative to the best compared isomer or geometry (same formula, charge and spin) (kcal/mol) = 43.1
- E_HOMO (Eh) = -0.329



Below is a molecular structure, C18H23F9N4O5S3V, with properties calculated with the ωB97M-V functional and the def2-TZVPD basis.

```
63
Properties=species:S:1:pos:R:3:lowdin_spin:R:1
V -1.848 -0.224 0.222 1.20
S -1.474 -2.460 -1.163 0.00
S -4.005 1.592 -1.406 0.00
S 0.500 -4.391 -1.359 0.00
F 2.636 -2.881 -1.350 0.00
F 5.363 3.104 -4.489 0.00
F 1.496 -2.846 0.492 0.00
F 2.703 -4.579 -0.002 0.00
F -4.031 -2.828 -1.352 0.00
F 6.394 3.260 -2.591 0.00
F -2.838 -4.298 -2.419 0.00
F -3.026 -4.397 -0.262 0.00
F 6.325 1.364 -3.632 0.00
O -1.437 -2.150 0.325 0.00
O -3.300 0.800 -0.247 0.00
O -1.921 -1.153 -1.707 0.01
O -0.298 -5.017 -0.353 0.00
O 0.984 -5.065 -2.503 0.00
N -0.250 -0.473 3.848 -0.01
N -0.240 -2.981 -1.835 0.00
N -1.772 -0.210 2.098 -0.03
N -0.584 1.624 2.902 0.00
C -4.952 0.346 -2.250 0.00
C 3.966 2.757 -1.466 0.00
C 0.227 -0.003 5.152 0.00
C -1.534 2.585 2.346 0.00
C -2.957 -3.617 -1.307 0.00
C 0.772 1.033 -0.775 -0.01
C -2.722 1.894 -2.600 0.00
C 2.347 0.776 -2.598 -0.02
C 1.965 1.419 -1.405 0.00
C 3.532 1.120 -3.207 0.00
C 0.721 2.181 3.252 0.00
C 2.785 2.413 -0.845 -0.02
C 4.335 2.106 -2.638 -0.04
C -0.188 -1.924 3.649 0.00
C 1.946 -3.627 -0.500 0.00
C -0.277 0.693 -0.220 -0.07
C 5.628 2.467 -3.342 0.00
C -0.849 0.322 2.967 0.00
H -2.031 2.620 -2.175 0.00
H 0.685 2.751 4.180 0.00
H -5.457 0.847 -3.077 0.00
H -0.990 -2.428 4.192 0.00
H 0.764 -2.280 4.039 0.00
H 1.712 0.007 -3.017 0.00
H -4.296 -0.446 -2.602 0.00
H -2.226 0.961 -2.862 0.00
H -1.552 3.464 2.989 0.00
H 2.482 2.906 0.069 0.00
H -2.244 -1.012 2.514 0.00
H 1.461 1.391 3.333 0.00
H -1.227 2.892 1.343 0.00
H 1.315 0.038 5.192 0.00
H -0.121 -0.709 5.905 0.00
H -0.190 0.973 5.378 0.00
H -3.212 2.332 -3.471 0.00
H 4.607 3.520 -1.048 0.00
H 3.845 0.628 -4.118 0.00
H 1.019 2.854 2.448 0.00
H -2.531 2.157 2.312 0.00
H -0.238 -2.172 2.592 0.00
H -5.697 -0.025 -1.547 0.00
```

Output
- spin multiplicity = 2
- gap between HOMO and LUMO (spin up / spin down) (eV) = 6.0 / 7.5
- energy relative to the best compared isomer or geometry (same formula, charge and spin) (kcal/mol) = 0.0
- E_HOMO (spin up / spin down) (Eh) = -0.546 / -0.550
- charge = +2



How do the records compare in DFT total energy? In the order shown, they have -1899.67946 -1478.98932 -111.83748 -397.26476 -323.45104 -4331.66264 hartree.